Computed, not measured: C28H45Cl2LaOP as an isolated structure in a non-equilibrium geometry, with ωB97M-V with the def2-TZVPD basis set.

Output
HOMO energy (alpha / beta): -1.77 / -1.77 eV
Kohn-Sham gap (alpha / beta): 3.82 / 3.82 eV
Calculated total energy: -2462.61928 Eh
Total charge: -1
2S+1: 1

Each line ends with the Mulliken charge.
Atoms and positions in Å:
P (0.1460, -0.9802, -4.0883)  0.55
C (1.6967, -0.3500, -5.0021)  0.05
C (1.9463, -0.7746, -6.4597)  -0.13
C (3.3333, -0.3338, -6.9241)  -1.00
C (3.6171, 1.1533, -6.6864)  -0.65
C (3.2303, 1.6252, -5.2820)  -0.85
C (1.8118, 1.1849, -4.8963)  0.13
C (-1.2747, -0.0741, -4.9501)  0.61
C (-1.1425, 0.0725, -6.4706)  -0.66
C (-2.4452, 0.5852, -7.0747)  -1.07
C (-2.8948, 1.9018, -6.4406)  -0.70
C (-2.8785, 1.8774, -4.9073)  -0.93
C (-1.5886, 1.2985, -4.3074)  -0.55
C (-0.0401, -2.6740, -4.8488)  -0.15
C (1.1709, -3.5426, -4.4655)  -0.75
C (1.0775, -4.9029, -5.1697)  -0.80
C (-0.2666, -5.6042, -4.9264)  -0.75
C (-1.4780, -4.7022, -5.1933)  -0.78
C (-1.3835, -3.3358, -4.5065)  -0.58
H (2.5025, -0.7778, -4.3741)  0.62
H (1.1877, -0.3112, -7.1006)  0.08
H (1.8391, -1.8593, -6.5846)  0.05
H (3.4379, -0.5628, -7.9884)  0.38
H (4.0878, -0.9347, -6.4020)  0.39
H (4.6799, 1.3514, -6.8554)  0.39
H (3.0749, 1.7553, -7.4270)  0.31
H (3.9283, 1.2137, -4.5399)  0.33
H (3.2994, 2.7164, -5.2148)  0.40
H (1.5827, 1.5185, -3.8727)  -0.71
H (1.0877, 1.6536, -5.5835)  0.26
H (-2.1396, -0.7286, -4.7374)  0.44
H (-3.2223, -0.1777, -6.9467)  0.37
H (-0.8615, -0.8827, -6.9381)  0.20
H (-0.3390, 0.7941, -6.6778)  0.12
H (-2.3019, 0.7123, -8.1511)  0.39
H (-3.9025, 2.1423, -6.7916)  0.41
H (-2.2512, 2.7167, -6.7947)  0.29
H (-3.0362, 2.8896, -4.5218)  0.42
H (-3.7241, 1.2731, -4.5534)  0.37
H (-1.6966, 1.1908, -3.2143)  0.04
H (-0.7458, 1.9856, -4.4867)  0.20
H (-0.0270, -2.5582, -5.9491)  0.17
H (2.1139, -3.0563, -4.7607)  0.27
H (1.1986, -3.6589, -3.3712)  0.37
H (1.2120, -4.7484, -6.2530)  0.31
H (1.8990, -5.5431, -4.8283)  0.40
H (-0.3022, -5.9673, -3.8895)  0.31
H (-0.3255, -6.4928, -5.5651)  0.37
H (-2.3913, -5.2104, -4.8691)  0.41
H (-1.5635, -4.5362, -6.2780)  0.33
H (-2.2151, -2.7132, -4.8623)  0.13
H (-1.4973, -3.4005, -3.4164)  0.27
La (-0.0487, -0.5397, -0.6183)  1.09
Cl (-2.4128, -1.4936, -1.4311)  -0.70
Cl (2.3981, 0.1315, -1.4426)  -0.70
C (-0.6299, 1.5840, 0.1717)  -1.13
H (-1.1662, 1.3717, 1.1163)  0.02
C (-0.5053, 2.9760, -0.0832)  0.88
C (-1.1431, 3.9739, 0.7389)  -0.63
C (-1.2403, 5.2894, 0.3096)  -0.40
C (-0.6605, 5.6921, -0.9162)  -0.52
C (0.0717, 4.7623, -1.6884)  -0.35
C (0.1965, 3.4457, -1.2594)  -0.22
H (-1.6134, 3.6401, 1.6677)  0.24
H (-1.7755, 6.0272, 0.9162)  0.31
H (0.5466, 5.0667, -2.6273)  0.35
H (0.7787, 2.6942, -1.8107)  0.27
H (-0.7700, 6.7198, -1.2728)  0.31
C (-1.1596, -0.6686, 3.7545)  -1.12
C (0.0767, -0.4384, 2.9442)  0.99
C (1.3107, 0.0037, 3.6592)  -1.12
O (0.1017, -0.7073, 1.7088)  -0.52
H (-0.8618, -0.7945, 4.8033)  0.42
H (-1.6662, -1.5806, 3.4047)  0.30
H (-1.8521, 0.1908, 3.7256)  0.24
H (2.1710, -0.5981, 3.3269)  0.29
H (1.5305, 1.0731, 3.5104)  0.26
H (1.1402, -0.1474, 4.7326)  0.39


Computed, not measured: a 4-piece molecular cluster, C28H45Cl3N7O3S3 overall in a non-equilibrium geometry, with ωB97M-V with the def2-TZVPD basis set.

Output
HOMO energy: -9.51 eV
Kohn-Sham gap: 5.02 eV
Calculated total energy: -4277.08447 Eh
Total charge: +1
2S+1: 1
Energy relative to the best compared isomer or geometry (same formula, charge and spin): 207.58 kcal/mol

Each line ends with the Mulliken charge.
Atoms and positions in Å:
C (5.0278, 1.6882, -1.0171)  -0.65
C (3.8663, 1.1188, -1.6113)  -0.35
C (2.4554, 0.3310, -2.0048)  0.13
C (1.2759, 0.4783, -0.8761)  0.11
Cl (1.3628, -1.1492, 0.0039)  0.16
N (1.9189, 1.4132, 0.1702)  0.29
S (2.3702, 0.3229, 1.4938)  -0.34
C (0.8648, 2.2646, 0.8423)  -0.87
N (1.0436, 3.1735, 1.8568)  0.23
C (-0.0908, 4.0014, 2.4183)  -0.42
C (0.0243, 4.1315, 4.0819)  0.33
O (1.1581, 4.4298, 4.7298)  -0.44
Cl (-1.4814, 3.8167, 5.1728)  -0.14
N (-0.4152, 1.8962, 0.0634)  0.22
Cl (-1.2298, 0.9444, 1.3013)  0.09
C (-0.1688, 1.1455, -1.2626)  0.08
C (-0.1032, 2.2011, -2.5588)  -1.02
C (0.9572, 3.4306, -2.3508)  -0.58
C (0.3538, 4.7557, -1.5965)  0.06
S (-1.2930, 5.3639, -2.2486)  -0.21
S (-1.6167, 0.0708, -1.7651)  1.44
C (-3.2474, 1.0030, -1.5168)  -0.76
O (-1.7270, -1.2854, -1.0346)  -0.62
O (-1.5574, -0.2534, -3.3048)  -0.61
H (5.8311, 2.3454, -0.4658)  0.35
H (2.7514, -0.8253, -2.0277)  0.50
H (2.1291, 0.5923, -3.1017)  0.28
H (1.3476, 0.5003, 2.4644)  -0.09
H (2.0173, 3.3062, 2.2482)  0.39
H (-1.1624, 3.6749, 2.0786)  0.42
H (0.0449, 5.1218, 2.0289)  0.37
H (-1.2110, 2.5221, -2.7644)  0.42
H (0.2501, 1.6158, -3.5373)  0.36
H (1.9605, 3.1453, -1.8193)  0.12
H (1.2657, 3.7901, -3.4470)  0.48
H (1.1374, 5.6340, -1.7956)  0.44
H (0.2576, 4.6688, -0.4338)  -0.48
H (-2.2104, 5.0756, -1.1872)  0.11
H (-3.8262, 0.5588, -0.6004)  0.34
H (-2.9677, 2.1353, -1.3963)  0.24
H (-3.8707, 0.9305, -2.5307)  0.34
C (-1.4200, -0.8917, 6.7451)  -1.13
C (-1.8475, -0.5639, 5.3204)  -0.39
C (-0.8031, -0.9517, 4.2744)  0.41
C (0.4257, -0.1557, 4.3904)  0.57
N (1.3994, 0.4693, 4.4831)  -0.58
H (-0.5371, -0.3166, 7.0414)  0.34
H (-2.2261, -0.6481, 7.4444)  0.37
H (-1.1897, -1.9564, 6.8509)  0.22
H (-2.0766, 0.5064, 5.2495)  0.19
H (-2.7766, -1.1048, 5.1039)  0.39
H (-1.2303, -0.7996, 3.2765)  -0.17
H (-0.5668, -2.0185, 4.3586)  0.15
C (1.4808, -6.3560, 5.8352)  -1.21
C (1.7180, -4.8792, 6.1227)  -0.07
C (1.5232, -4.5137, 7.5937)  -0.42
C (0.1279, -4.6649, 8.0266)  0.20
N (-0.9734, -4.7878, 8.3719)  -0.45
H (0.4429, -6.6417, 6.0331)  0.35
H (1.6906, -6.5720, 4.7827)  0.34
H (2.1347, -6.9852, 6.4470)  0.32
H (1.0538, -4.2771, 5.4907)  -0.01
H (2.7463, -4.6303, 5.8339)  0.33
H (1.8285, -3.4713, 7.7413)  0.29
H (2.1782, -5.1277, 8.2222)  0.35
C (-2.2041, 0.7809, -7.6519)  -1.20
C (-3.0078, 1.7006, -6.7418)  -0.16
C (-2.3823, 3.0857, -6.5821)  -0.46
C (-1.0971, 3.0397, -5.8727)  0.23
N (-0.0791, 3.0050, -5.3161)  -0.42
H (-1.2153, 0.5671, -7.2341)  0.31
H (-2.7261, -0.1731, -7.7770)  0.34
H (-2.0711, 1.2268, -8.6424)  0.35
H (-3.1285, 1.2232, -5.7617)  0.06
H (-4.0122, 1.8174, -7.1663)  0.35
H (-3.0746, 3.7223, -6.0190)  0.25
H (-2.2504, 3.5528, -7.5647)  0.36
C (0.8889, -2.8266, -5.0246)  -0.86
C (1.0279, -4.1384, -4.2632)  -0.52
C (0.4889, -4.0653, -2.8351)  -0.41
C (1.2767, -3.1617, -1.9865)  0.41
N (1.8953, -2.4447, -1.3153)  -0.69
H (1.4868, -2.0319, -4.5673)  0.16
H (1.2352, -2.9524, -6.0555)  0.38
H (-0.1548, -2.4990, -5.0554)  0.22
H (2.0819, -4.4418, -4.2561)  0.31
H (0.4754, -4.9148, -4.8060)  0.33
H (0.5112, -5.0702, -2.3980)  0.35
H (-0.5599, -3.7479, -2.8463)  0.21


Computed, not measured: C28H45ClN4PtTe as an isolated structure in a non-equilibrium geometry, with ωB97M-V with the def2-TZVPD basis set.

Output
HOMO energy (alpha / beta): 2.30 / -2.79 eV
Kohn-Sham gap (alpha / beta): 1.63 / 5.80 eV
Calculated total energy: -2160.28962 Eh
Total charge: -2
2S+1: 5
Energy relative to the best compared isomer or geometry (same formula, charge and spin): 0.00 kcal/mol

Each line ends with the Löwdin spin population.
Atoms and positions in Å:
Pt (-0.0462, 0.0110, -0.6232)  1.16
Cl (-2.8388, -1.6666, -1.7454)  0.23
C (0.5206, 1.0684, 3.4189)  0.02
C (0.3870, 0.9669, 1.1843)  0.07
N (0.9833, 0.4384, 2.2936)  0.01
H (-0.7635, 2.8324, 3.5901)  0.01
N (-0.2767, 2.0584, 1.6516)  0.02
H (0.8140, 0.7853, 4.4084)  0.01
C (1.9263, -0.6983, 2.3905)  0.00
C (2.7404, -0.5328, 3.6557)  0.04
C (1.1803, -2.0072, 2.5500)  0.01
H (2.1298, -0.6851, 4.5488)  0.00
H (3.5138, -1.3031, 3.6629)  0.02
H (3.2280, 0.4417, 3.7060)  0.01
H (3.5589, -1.5062, 1.2817)  0.03
H (3.3566, 0.2455, 1.0763)  0.02
H (0.4929, -2.2151, 1.7277)  0.00
C (2.8225, -0.7001, 1.1881)  0.04
H (0.5929, -1.9891, 3.4724)  0.00
H (1.9050, -2.8286, 2.6245)  0.02
H (2.2303, -0.8813, 0.2871)  0.01
C (-0.2591, 2.0814, 3.0170)  0.03
C (-2.5492, 2.5956, 0.9134)  0.03
H (-2.9332, 2.6648, 1.9390)  0.01
H (-3.1517, 3.2717, 0.2889)  0.02
C (-1.0872, 3.0293, 0.8954)  0.01
H (-1.1288, 3.8482, -1.0859)  0.02
C (-1.0171, 4.3630, 1.6161)  0.15
H (0.0160, 4.6505, 1.8297)  0.04
H (-2.7086, 1.5607, 0.5801)  0.01
H (-0.4056, 2.2123, -1.0113)  0.02
H (-1.5886, 4.3488, 2.5482)  0.02
H (-1.4602, 5.1312, 0.9754)  0.05
C (-0.5011, 3.1811, -0.4796)  0.05
H (0.5151, 3.5829, -0.4376)  0.03
C (1.2078, -1.2164, -4.2899)  0.03
N (0.9572, -1.4105, -2.9717)  0.04
H (0.6395, 0.3733, -5.6124)  0.01
N (-0.0948, 0.3791, -3.5895)  0.04
H (1.8377, -1.8434, -4.8612)  0.01
C (1.6456, -2.5087, -2.2590)  0.01
C (1.8826, -3.6389, -3.2449)  0.09
C (3.0096, -1.9970, -1.8332)  0.06
H (2.6575, -3.4068, -3.9818)  0.02
H (2.2341, -4.5202, -2.7005)  0.03
H (0.9629, -3.9239, -3.7631)  0.01
H (1.3858, -3.9360, -0.6976)  0.02
H (-0.1191, -3.4984, -1.5336)  0.00
H (2.9568, -1.0674, -1.2715)  0.01
C (0.8222, -3.1012, -1.1413)  0.02
H (3.6361, -1.7725, -2.7019)  0.03
H (3.5244, -2.7431, -1.2202)  0.04
H (0.5749, -2.4013, -0.3307)  0.00
C (0.5923, -0.0998, -4.6635)  0.03
C (0.1557, 2.7958, -3.7948)  0.05
H (0.8301, 2.7353, -4.6582)  0.01
H (-0.3779, 3.7495, -3.8676)  0.03
C (-0.8426, 1.6403, -3.8138)  0.01
H (-2.4324, 2.8592, -3.1623)  0.02
C (-1.4442, 1.5841, -5.2136)  0.02
H (-2.0302, 0.6709, -5.3504)  0.00
H (0.7792, 2.8209, -2.8972)  0.01
H (-1.9070, 1.7756, -1.8700)  0.00
H (-0.7155, 1.6638, -6.0227)  0.00
H (-2.1249, 2.4335, -5.3278)  0.01
C (-2.0613, 1.8466, -2.9431)  0.02
H (-2.8487, 1.1309, -3.1929)  0.00
C (0.2587, -0.3373, -2.4619)  0.05
Te (-2.1951, -1.1413, 0.6181)  0.74
C (-2.2472, -1.6034, 2.8715)  0.16
C (-2.3872, -0.6261, 3.8550)  0.04
C (-2.2199, -0.9891, 5.2046)  0.01
C (-1.9589, -2.3125, 5.5512)  0.01
C (-1.9664, -3.2993, 4.5691)  0.01
C (-2.1201, -2.9520, 3.2152)  0.03
H (-2.6150, 0.4087, 3.5874)  0.01
H (-2.2989, -0.2389, 5.9869)  0.01
H (-1.7770, -2.5853, 6.5820)  0.00
H (-1.8464, -4.3461, 4.8387)  0.00
H (-2.1181, -3.7062, 2.4252)  0.01